# 1
{
  "formula": "C35H45F19NbO3Si",
  "method": "ωB97M-V/def2-TZVPD",
  "species": ["C", "C", "C", "C", "Nb", "C", "C", "C", "C", "C", "C", "C", "O", "C", "C", "O", "C", "C", "C", "F", "F", "C", "C", "Si", "C", "C", "C", "C", "C", "C", "C", "C", "C", "F", "F", "C", "F", "F", "C", "F", "F", "C", "F", "F", "F", "H", "H", "H", "H", "H", "H", "H", "H", "H", "H", "H", "H", "H", "H", "H", "H", "H", "H", "H", "H", "H", "H", "H", "H", "H", "H", "H", "H", "H", "H", "H", "H", "H", "H", "H", "H", "H", "H", "H", "H", "H", "C", "C", "C", "F", "F", "F", "F", "O", "C", "C", "F", "F", "F", "F", "H", "H", "H", "H"],
  "xyz": [[-1.09, 4.82, 0.95], [-1.99, 3.75, 0.28], [-1.33, 3.03, -0.92], [-1.56, 1.50, -0.88], [-0.62, 0.46, -2.64], [1.39, 0.97, -1.73], [1.70, 0.77, -0.27], [2.59, -0.26, 0.10], [2.95, -0.47, 1.43], [2.45, 0.32, 2.46], [1.60, 1.36, 2.11], [1.25, 1.57, 0.78], [-2.34, 0.25, -3.59], [-3.59, 0.06, -2.99], [-4.52, 1.28, -3.16], [-5.85, 0.88, -3.45], [-6.52, 0.36, -2.34], [-7.91, -0.07, -2.76], [-0.65, -1.69, -1.74], [-1.97, -2.14, -1.60], [-0.20, -1.65, -0.41], [0.07, -2.86, -2.37], [1.61, -2.78, -2.40], [2.49, -4.00, -1.29], [2.81, -5.54, -2.35], [4.19, -3.44, -0.69], [1.50, -4.58, 0.20], [0.93, -5.85, 0.20], [0.16, -6.30, 1.28], [-0.06, -5.49, 2.38], [0.50, -4.22, 2.41], [1.27, -3.79, 1.33], [0.34, -0.17, -4.73], [0.02, -1.43, -5.16], [-0.40, 0.65, -5.63], [1.76, 0.18, -5.14], [2.13, 1.39, -4.73], [2.58, -0.73, -4.55], [2.11, 0.08, -6.66], [3.46, 0.14, -6.73], [1.75, -1.10, -7.16], [1.57, 1.21, -7.61], [0.52, 0.75, -8.28], [1.23, 2.31, -7.00], [2.50, 1.49, -8.51], [-0.05, 4.71, 0.68], [-1.18, 4.75, 2.03], [-1.44, 5.81, 0.68], [-2.21, 2.99, 1.03], [-2.91, 4.21, -0.06], [-0.27, 3.24, -0.93], [-1.70, 3.43, -1.86], [-1.20, 1.07, 0.05], [-2.65, 1.42, -0.87], [-0.50, 2.11, -3.42], [1.60, 2.02, -1.97], [2.15, 0.43, -2.28], [3.05, -0.90, -0.63], [3.65, -1.27, 1.67], [2.72, 0.12, 3.48], [1.19, 2.01, 2.87], [0.60, 2.40, 0.57], [-4.11, -0.76, -3.51], [-3.58, -0.23, -1.94], [-4.17, 1.91, -3.97], [-4.54, 1.82, -2.21], [-6.02, -0.51, -1.91], [-6.59, 1.10, -1.53], [-8.33, 0.61, -3.50], [-7.87, -1.06, -3.21], [-8.56, -0.16, -1.89], [-0.36, -3.18, -3.31], [-0.20, -3.69, -1.71], [1.92, -3.02, -3.41], [1.91, -1.74, -2.25], [3.35, -6.25, -1.73], [3.47, -5.27, -3.17], [1.90, -5.97, -2.75], [4.06, -2.98, 0.29], [4.69, -2.71, -1.32], [4.81, -4.31, -0.52], [1.04, -6.53, -0.63], [-0.28, -7.29, 1.23], [-0.68, -5.85, 3.19], [0.33, -3.56, 3.24], [1.66, -2.78, 1.38], [1.82, 3.53, 8.58], [0.74, 2.69, 9.28], [0.68, 1.19, 8.95], [0.39, 0.99, 7.65], [-0.30, 0.62, 9.69], [-0.48, 3.25, 9.09], [1.01, 2.76, 10.62], [1.42, 4.29, 7.46], [1.45, 3.76, 6.19], [0.06, 3.75, 5.56], [-0.79, 2.99, 6.29], [0.15, 3.22, 4.32], [2.02, 2.55, 6.16], [2.22, 4.58, 5.44], [2.10, 4.28, 9.32], [2.71, 2.94, 8.38], [1.63, 0.70, 9.20], [-0.35, 4.76, 5.49]],
  "fmax_ev_per_a": 2.74,
  "e_homo_ev": -5.425,
  "total_charge": -1
}



# 2
{
  "formula": "C35H46BN7O4S3Sm",
  "method": "ωB97M-V/def2-TZVPD",
  "species": ["Sm", "C", "C", "C", "C", "N", "N", "B", "N", "N", "C", "C", "C", "C", "C", "S", "C", "C", "C", "C", "N", "N", "C", "C", "C", "C", "C", "S", "C", "C", "C", "C", "C", "S", "C", "C", "C", "C", "H", "H", "H", "H", "H", "H", "H", "H", "H", "H", "H", "H", "H", "H", "H", "H", "H", "H", "H", "H", "H", "H", "H", "H", "H", "H", "H", "H", "H", "H", "H", "H", "H", "H", "H", "H", "H", "H", "H", "O", "C", "O", "C", "C", "C", "C", "C", "N", "C", "O", "O", "H", "H", "H", "H", "H", "C", "H", "H"],
  "xyz": [[0.07, 0.67, 2.65], [-5.10, 1.61, 1.07], [-3.97, 1.33, 0.14], [-3.94, 1.77, -1.15], [-2.79, 1.53, -1.95], [-1.76, 0.92, -1.45], [-1.77, 0.47, -0.21], [-0.48, -0.19, 0.27], [0.77, 0.40, -0.25], [1.67, -0.48, -0.69], [2.79, -0.08, -1.22], [3.05, 1.29, -1.41], [2.17, 2.22, -0.90], [2.43, 3.68, -0.97], [1.02, 1.75, -0.24], [-0.02, 2.77, 0.67], [3.76, -1.16, -1.65], [5.11, -0.88, -0.98], [3.25, -2.54, -1.23], [3.91, -1.12, -3.18], [-0.52, -1.69, 0.19], [-1.25, -2.15, -0.82], [-1.33, -3.43, -1.06], [-0.75, -4.37, -0.18], [0.00, -3.92, 0.87], [0.63, -4.85, 1.85], [0.17, -2.52, 1.03], [1.22, -1.90, 2.21], [-2.00, -3.85, -2.35], [-2.47, -2.63, -3.14], [-3.18, -4.78, -2.06], [-0.93, -4.59, -3.17], [-2.83, 0.62, 0.62], [-2.77, 0.00, 2.21], [-2.73, 1.93, -3.40], [-3.83, 1.17, -4.15], [-2.96, 3.44, -3.53], [-1.37, 1.57, -3.99], [-5.88, 2.18, 0.57], [-4.74, 2.17, 1.92], [-5.52, 0.68, 1.45], [-4.78, 2.32, -1.55], [3.94, 1.62, -1.91], [3.29, 3.88, -1.60], [2.62, 4.07, 0.03], [1.56, 4.21, -1.36], [4.98, -0.83, 0.10], [5.54, 0.05, -1.33], [5.81, -1.68, -1.20], [3.13, -2.58, -0.15], [3.96, -3.30, -1.52], [2.29, -2.75, -1.69], [4.31, -0.17, -3.51], [2.94, -1.27, -3.66], [4.58, -1.91, -3.51], [-0.89, -5.43, -0.33], [0.33, -5.88, 1.65], [0.35, -4.57, 2.86], [1.72, -4.78, 1.79], [-3.23, -2.09, -2.58], [-2.89, -2.95, -4.09], [-1.64, -1.96, -3.32], [-3.93, -4.26, -1.46], [-2.86, -5.67, -1.51], [-3.63, -5.10, -2.99], [-0.07, -3.95, -3.34], [-1.34, -4.89, -4.13], [-0.58, -5.49, -2.66], [-4.81, 1.39, -3.74], [-3.67, 0.10, -4.07], [-3.82, 1.44, -5.20], [-3.94, 3.73, -3.15], [-2.89, 3.74, -4.57], [-2.20, 3.99, -2.96], [-1.18, 0.50, -3.88], [-0.57, 2.11, -3.49], [-1.34, 1.81, -5.05], [-1.45, 2.06, 6.95], [-0.64, 1.88, 5.92], [-1.05, 1.39, 4.85], [0.73, 2.31, 6.10], [1.11, 3.35, 6.93], [2.32, 4.00, 6.71], [2.99, 3.74, 5.53], [2.62, 2.68, 4.70], [1.68, 1.78, 5.22], [2.95, 2.54, 3.30], [3.98, 3.23, 2.79], [2.29, 1.82, 2.54], [-2.35, 1.78, 6.74], [0.43, 3.70, 7.69], [2.64, 4.79, 7.36], [3.77, 4.43, 5.22], [4.47, 3.72, 3.46], [1.61, 0.47, 4.80], [2.54, 0.08, 4.38], [1.10, -0.19, 5.50]],
  "spin_multiplicity": 6,
  "fmax_ev_per_a": 1.99,
  "s_squared": 9.240,
  "e_homo_ev": [-8.615, -9.552],
  "total_charge": 1
}



# 3
{
  "formula": "C35H46BrF7N4O25P",
  "method": "ωB97M-V/def2-TZVPD",
  "species": ["C", "C", "C", "C", "C", "C", "P", "O", "O", "O", "C", "N", "C", "C", "C", "C", "N", "C", "C", "O", "C", "N", "Br", "N", "H", "H", "H", "H", "H", "H", "H", "H", "H", "H", "H", "H", "H", "H", "H", "H", "H", "H", "H", "H", "H", "H", "H", "H", "H", "C", "C", "O", "C", "O", "O", "F", "H", "H", "H", "C", "C", "O", "C", "O", "O", "F", "H", "H", "H", "C", "C", "O", "C", "O", "O", "F", "H", "H", "H", "C", "C", "O", "C", "O", "O", "F", "H", "H", "H", "C", "C", "O", "C", "O", "O", "F", "H", "H", "H", "C", "C", "O", "C", "O", "O", "F", "H", "H", "H", "C", "C", "O", "C", "O", "O", "F", "H", "H", "H"],
  "xyz": [[-1.01, -4.71, 4.03], [-1.39, -4.27, 2.95], [-1.55, -3.75, 1.46], [-0.68, -2.44, 1.31], [-1.51, -1.08, 1.18], [-1.52, -0.20, 2.54], [-2.77, -0.97, 3.74], [-3.66, 0.11, 4.30], [-3.78, -2.10, 3.03], [-2.07, -1.74, 5.05], [-0.10, 0.01, 3.29], [-0.20, 1.45, 3.63], [1.03, 2.28, 3.58], [1.81, 2.24, 2.20], [1.45, 3.54, 1.33], [2.00, 3.50, -0.16], [2.02, 2.15, -0.78], [3.33, 1.53, -0.75], [4.44, 2.19, -1.67], [3.62, 0.53, -0.10], [-1.42, 2.02, 3.14], [-2.13, 3.03, 3.55], [-1.59, 4.06, 5.01], [-1.80, 1.15, 2.04], [-0.56, -4.71, 5.06], [-1.15, -4.59, 0.79], [-2.64, -3.64, 1.22], [-0.08, -2.55, 0.35], [0.10, -2.42, 2.14], [-1.08, -0.52, 0.30], [-2.57, -1.34, 0.88], [-4.50, -1.62, 2.58], [-1.22, -2.17, 4.80], [0.62, -0.33, 2.50], [0.08, -0.55, 4.25], [0.86, 3.37, 3.83], [1.74, 1.90, 4.39], [2.92, 2.35, 2.45], [1.72, 1.27, 1.63], [1.98, 4.40, 1.85], [0.33, 3.79, 1.40], [1.30, 4.13, -0.80], [3.01, 4.01, -0.23], [1.29, 1.53, -0.42], [5.00, 3.01, -1.12], [5.14, 1.41, -2.11], [3.89, 2.68, -2.53], [-3.00, 3.22, 3.02], [-1.42, 1.42, 1.13], [-6.72, -0.43, -1.14], [-6.08, -0.09, 0.17], [-4.70, -0.06, -0.14], [-4.63, 0.30, -1.45], [-3.63, 0.68, -1.98], [-5.83, 0.18, -2.07], [-6.30, -1.06, 1.09], [-6.75, -1.51, -1.33], [-7.72, -0.03, -1.24], [-6.39, 0.88, 0.58], [0.55, -8.08, 0.25], [1.24, -8.09, -1.08], [0.45, -7.20, -1.86], [-0.08, -6.32, -0.97], [-0.58, -5.27, -1.28], [0.03, -6.76, 0.31], [1.19, -9.31, -1.65], [-0.28, -8.80, 0.29], [1.23, -8.28, 1.07], [2.27, -7.73, -1.06], [6.88, 6.85, -2.57], [7.92, 5.78, -2.59], [7.15, 4.59, -2.65], [6.00, 4.93, -3.29], [5.24, 4.14, -3.76], [5.83, 6.28, -3.35], [8.64, 5.77, -1.44], [6.51, 7.06, -1.56], [7.23, 7.79, -3.01], [8.59, 5.82, -3.44], [-11.03, -1.73, -0.02], [-12.25, -0.86, -0.03], [-11.72, 0.45, 0.01], [-10.51, 0.36, -0.61], [-9.89, 1.30, -1.00], [-10.09, -0.93, -0.73], [-12.99, -1.06, 1.09], [-10.66, -1.92, 0.99], [-11.19, -2.68, -0.53], [-12.88, -0.98, -0.91], [-3.28, 4.00, -2.37], [-4.39, 3.85, -1.37], [-5.02, 5.11, -1.39], [-4.83, 5.59, -2.66], [-5.43, 6.50, -3.13], [-3.85, 4.90, -3.31], [-3.89, 3.64, -0.12], [-2.38, 4.45, -1.93], [-3.01, 3.05, -2.84], [-5.11, 3.07, -1.61], [1.90, -10.06, 3.87], [3.00, -11.07, 3.88], [2.81, -11.76, 2.65], [2.24, -10.86, 1.81], [2.18, -10.99, 0.63], [1.75, -9.77, 2.48], [2.85, -11.95, 4.89], [0.96, -10.46, 4.26], [2.16, -9.16, 4.43], [4.01, -10.64, 3.90], [11.18, 7.09, -6.83], [11.07, 5.70, -6.29], [10.88, 5.91, -4.90], [10.26, 7.11, -4.79], [9.71, 7.49, -3.80], [10.33, 7.82, -5.94], [12.22, 5.01, -6.47], [12.19, 7.48, -6.77], [10.83, 7.17, -7.86], [10.22, 5.12, -6.69]],
  "fmax_ev_per_a": 4.94,
  "e_homo_ev": -11.548,
  "total_charge": 1
}



# 4
{
  "formula": "C35H46FGaN5O3Si2",
  "method": "ωB97M-V/def2-TZVPD",
  "species": ["Ga", "C", "C", "N", "C", "C", "C", "O", "O", "C", "O", "C", "C", "C", "F", "C", "C", "C", "N", "C", "C", "N", "C", "C", "H", "H", "H", "H", "H", "H", "H", "H", "H", "H", "H", "H", "H", "H", "H", "H", "H", "H", "C", "C", "C", "C", "C", "C", "N", "N", "C", "C", "C", "C", "C", "C", "H", "H", "H", "H", "H", "H", "H", "H", "H", "C", "Si", "C", "C", "C", "Si", "C", "C", "C", "H", "H", "H", "H", "H", "H", "H", "H", "H", "H", "H", "H", "H", "H", "H", "H", "H", "H", "H"],
  "xyz": [[-0.42, 2.70, -1.00], [-3.53, -1.59, 4.71], [-2.09, -1.16, 4.54], [-1.78, -0.68, 3.18], [-1.83, 0.64, 2.93], [-1.62, 1.21, 1.71], [-1.76, 2.72, 1.65], [-2.09, 3.31, 2.66], [-1.53, 3.24, 0.50], [-1.34, 0.39, 0.59], [-1.08, 0.79, -0.56], [-1.37, -1.06, 0.84], [-1.17, -1.94, -0.21], [-1.16, -3.29, 0.01], [-1.01, -4.13, -1.03], [-1.30, -3.82, 1.30], [-1.52, -2.95, 2.34], [-1.57, -1.56, 2.13], [-1.23, -5.22, 1.58], [-2.48, -5.86, 1.94], [-2.21, -7.15, 2.69], [-1.35, -8.03, 1.82], [-0.06, -7.33, 1.46], [-0.41, -6.06, 0.72], [-3.71, -1.93, 5.73], [-3.79, -2.40, 4.02], [-4.21, -0.76, 4.50], [-1.39, -1.95, 4.80], [-1.86, -0.33, 5.21], [-2.04, 1.29, 3.77], [-1.01, -1.56, -1.22], [-1.61, -3.36, 3.34], [-3.11, -6.06, 1.05], [-3.06, -5.20, 2.59], [-3.13, -7.69, 2.92], [-1.66, -6.96, 3.60], [-1.86, -8.23, 0.96], [-1.17, -8.92, 2.27], [0.54, -8.01, 0.85], [0.46, -7.11, 2.39], [-0.92, -6.31, -0.23], [0.51, -5.54, 0.46], [0.50, -2.03, -4.64], [1.42, -1.03, -4.92], [1.23, 0.26, -4.44], [0.11, 0.53, -3.66], [-0.82, -0.46, -3.38], [-0.62, -1.74, -3.88], [-0.15, 1.84, -3.13], [0.12, 2.76, -3.90], [-0.23, 4.06, -3.44], [-0.02, 5.10, -4.34], [-0.45, 6.37, -4.01], [-1.11, 6.57, -2.80], [-1.30, 5.52, -1.91], [-0.84, 4.24, -2.20], [0.65, -3.03, -5.03], [2.29, -1.25, -5.52], [1.94, 1.05, -4.64], [-1.69, -0.21, -2.79], [-1.36, -2.52, -3.67], [0.46, 4.89, -5.29], [-0.29, 7.20, -4.68], [-1.48, 7.56, -2.55], [-1.82, 5.70, -0.97], [3.14, 5.30, -0.46], [2.00, 4.22, 0.55], [2.87, 3.78, 2.15], [0.59, 5.30, 1.14], [1.56, 2.77, -0.59], [2.61, 1.23, -0.58], [3.49, 0.76, 1.00], [3.93, 1.49, -1.88], [1.75, -0.37, -1.02], [3.46, 6.18, 0.12], [2.62, 5.67, -1.35], [4.03, 4.76, -0.79], [2.89, 4.69, 2.77], [3.90, 3.46, 2.01], [2.34, 3.01, 2.72], [1.04, 6.19, 1.58], [-0.02, 4.81, 1.90], [-0.07, 5.62, 0.34], [1.84, 3.21, -1.56], [4.34, 1.41, 1.23], [3.88, -0.26, 0.88], [2.83, 0.77, 1.87], [4.55, 2.36, -1.65], [3.48, 1.66, -2.87], [4.58, 0.61, -1.96], [1.30, -0.82, -0.12], [2.50, -1.08, -1.40], [0.97, -0.26, -1.77]],
  "fmax_ev_per_a": 0.63,
  "e_homo_ev": -10.041,
  "total_charge": 1
}